Density functional theory data (ωB97M-V with the def2-TZVPD basis set) for a structure of composition C28H24N5O2RuS at a distorted geometry.

* charge: +1
* multiplicity: 1
* relative energy (zero: lowest compared OMol25 entry of this formula, charge and spin): 131.1 kJ/mol
* LUMO (spin up / spin down): -4.765 / -4.778 eV
* energy: -54380.6360 eV
* HOMO (spin up / spin down): -10.07 / -10.05 eV
* largest force on an atom: 0.043 hartree/bohr
* HOMO-LUMO gap (spin up / spin down): 5.30 / 5.27 eV

```
61
Properties=species:S:1:pos:R:3:mulliken_charge:R:1
Ru 0.39589 -0.85768 -0.72799 0.035
C 4.61826 -0.90395 -2.11184 -1.513
C 3.28803 -0.22076 -1.91515 1.216
O 2.24731 -0.82415 -2.23984 -0.666
C 3.32546 1.10789 -1.38950 -1.166
C 2.21131 1.87991 -1.13107 1.041
C 2.35279 3.34207 -0.82184 -1.335
N 0.97434 1.34585 -1.17126 0.349
N -0.02771 2.18454 -1.13244 -0.526
C -1.20933 1.58981 -0.90954 0.378
O -1.30251 0.34943 -0.66439 -0.511
C -2.41823 2.42229 -0.93871 0.541
C -3.66928 1.82745 -0.78236 -0.379
C -4.81119 2.60836 -0.79645 -0.734
C -4.71067 3.98315 -0.96520 -0.383
C -3.46699 4.58103 -1.12410 -0.729
C -2.32205 3.80529 -1.11170 -0.268
H 4.47400 -1.92183 -2.46588 0.338
H 5.16421 -0.90851 -1.16662 0.360
H 5.22199 -0.35813 -2.83822 0.459
H 4.29293 1.56364 -1.23701 0.345
H 3.39936 3.62781 -0.76052 0.385
H 1.84620 3.58191 0.11340 0.317
H 1.85723 3.91866 -1.60323 0.324
H -3.73736 0.75427 -0.65750 0.456
H -5.78260 2.14906 -0.67309 0.421
H -5.60567 4.59162 -0.97860 0.399
H -3.39150 5.65203 -1.25541 0.404
H -1.34626 4.25123 -1.23881 0.461
N 1.48664 -1.78778 3.27390 -0.028
C 0.96002 -0.58854 3.71973 0.405
C 0.76650 -0.06659 4.99227 -1.142
C 0.22763 1.20152 5.06401 -0.496
C -0.11123 1.92411 3.90927 -0.788
C 0.07816 1.40579 2.64623 -0.363
C 0.62561 0.12757 2.56002 0.414
N 0.96166 -0.63530 1.46055 0.370
C 1.45305 -1.76864 1.92201 0.225
C 1.91304 -2.79318 1.01088 -0.691
C 2.59895 -3.94604 1.23596 -0.257
S 2.88775 -4.75124 -0.24535 -0.121
C 2.07567 -3.50600 -1.08502 -0.617
N 1.63156 -2.55893 -0.31591 0.825
H 1.77492 -2.55611 3.85564 0.245
H 1.01812 -0.62894 5.88193 0.417
H 0.06692 1.65174 6.03391 0.397
H -0.53226 2.91425 4.02108 0.458
H -0.19576 1.95547 1.75475 0.396
H 2.95975 -4.35188 2.16711 0.438
H 1.95186 -3.51024 -2.15709 0.473
C -3.38149 -3.57668 -1.75730 -0.570
C -2.70316 -3.77250 -0.56506 -0.658
C -1.52677 -3.07220 -0.31264 -0.175
C -1.04972 -2.17522 -1.25923 0.931
C -1.72747 -1.97376 -2.45262 -0.450
C -2.89139 -2.68792 -2.70539 -0.621
H -4.30412 -4.11026 -1.94547 0.406
H -3.09079 -4.45709 0.17910 0.417
H -1.00563 -3.23566 0.62443 0.283
H -1.36287 -1.25667 -3.18130 0.433
H -3.42310 -2.53531 -3.63552 0.424
```


Density functional theory data (ωB97M-V with the def2-TZVPD basis set) for the ion C3H7O2 with charge -1 at a distorted geometry.

* SMILES: CCOC[O-]
* charge: -1
* multiplicity: 1
* relative energy (zero: lowest compared OMol25 entry of this formula, charge and spin): 192.4 kJ/mol
* LUMO: 4.441 eV
* energy: -7318.9580 eV
* HOMO: -2.65 eV
* largest force on an atom: 0.021 hartree/bohr
* HOMO-LUMO gap: 7.09 eV

```
12
Properties=species:S:1:pos:R:3:mulliken_charge:R:1
O -0.05948 -0.56885 -1.89692 -0.821
C 0.34057 -1.27110 -0.88607 -0.177
H 1.40376 -1.59464 -0.89916 0.136
H -0.30402 -2.13754 -0.62076 0.177
C -0.50003 0.63613 0.45100 -0.168
O 0.32056 -0.50313 0.51168 -0.397
C -0.04212 1.59864 1.52034 -1.097
H -1.55243 0.35034 0.58206 0.206
H -0.38916 1.05496 -0.55114 0.259
H -0.74159 2.44042 1.56765 0.354
H 0.95234 1.96724 1.26186 0.270
H 0.02621 1.10564 2.49145 0.258
```


Density functional theory data (ωB97M-V with the def2-TZVPD basis set) for the molecule C16H18N2O4S2 at a distorted geometry.

* SMILES: CNC(=O)C(=O)NC[C@@H](c1cccs1)S(=O)(=O)c1ccc(C)cc1
* multiplicity: 1
* relative energy (zero: lowest compared OMol25 entry of this formula, charge and spin): 1438.3 kJ/mol
* LUMO: 0.303 eV
* energy: -49710.5921 eV
* HOMO: -8.78 eV
* largest force on an atom: 0.323 hartree/bohr
* HOMO-LUMO gap: 9.09 eV

```
42
Properties=species:S:1:pos:R:3:mulliken_charge:R:1
C -5.56191 -0.55611 0.79658 -0.779
N -4.31117 -1.19670 0.11507 -0.303
C -3.32173 -0.43766 -0.51612 0.633
O -3.38109 0.63883 -0.74158 -0.469
C -2.30466 -1.62997 -1.04158 0.481
O -2.42284 -2.74500 -0.68307 -0.669
N -1.40752 -0.87920 -1.26627 -0.122
H -1.49206 0.27076 -1.55045 0.417
C -0.02628 -1.23502 -1.62846 -1.467
H 0.10746 -2.06711 -2.33250 0.287
C 0.43457 -1.69430 -0.20769 0.788
C 1.82742 -2.08815 -0.26898 -0.392
C 2.58659 -3.22145 0.57232 -1.254
C 3.99029 -2.93857 0.58207 -0.168
C 4.38208 -2.17912 -0.53888 -0.508
S 3.01078 -1.37210 -1.03685 -0.095
H 5.42867 -2.11726 -0.68070 0.433
H 4.59468 -3.68994 1.21301 0.329
H 2.14243 -3.53988 1.33339 0.603
H -0.13433 -2.73172 0.11867 0.589
S 0.01287 -0.77581 1.12302 1.446
O 0.74613 -1.09338 2.48473 -0.778
O -1.37638 -0.66791 1.45024 -0.650
C 0.51251 0.92835 0.90130 -0.234
C -0.35556 1.97681 0.05476 -1.152
C 0.16585 3.07951 -0.11714 -0.027
C 1.44504 3.19806 -0.08449 1.198
C 2.38452 2.59913 0.34542 -1.107
C 1.84260 1.15098 0.89849 0.028
H 2.64742 0.41609 1.24409 0.565
H 3.40870 2.79658 0.36681 0.489
C 1.87010 4.71470 -0.63357 -1.873
H 2.89800 4.71959 -0.98331 0.385
H 1.99278 5.25315 0.34535 0.379
H 1.15162 5.14083 -1.17331 0.442
H -0.59712 3.98962 -0.40544 0.131
H -1.37657 1.56282 0.13075 0.577
H 0.68476 -0.41337 -1.54346 0.873
H -4.31911 -2.13040 0.28845 0.192
H -5.70002 0.62752 0.54049 0.236
H -5.50895 -0.73084 1.95900 0.269
H -6.67055 -0.93234 0.56986 0.277
```


Density functional theory data (ωB97M-V with the def2-TZVPD basis set) for a structure of composition C59H52N5O2P2RuS4Se.

* expectation value of S²: 0.756
* multiplicity: 2
* relative energy (zero: lowest compared OMol25 entry of this formula, charge and spin): 54.6 kJ/mol
* LUMO (spin up / spin down): -0.275 / -1.339 eV
* energy: -203422.4489 eV
* HOMO (spin up / spin down): -7.05 / -7.09 eV
* largest force on an atom: 0.009 hartree/bohr
* HOMO-LUMO gap (spin up / spin down): 6.77 / 5.75 eV

```
126
Properties=species:S:1:pos:R:3:mulliken_charge:R:1
Ru -0.19261 -1.27692 0.75276 0.737
S -1.22000 2.49517 2.52065 -0.073
C -1.08666 2.97030 0.83106 -0.602
N -0.83883 4.27625 0.52856 0.465
C -0.71884 4.63662 -0.87407 -0.962
C 0.04088 3.55335 -1.59223 -0.857
N -0.64878 2.28659 -1.40208 1.293
C -0.66520 1.38570 -2.54713 -1.019
C -1.69565 1.77213 -3.57805 0.492
C -1.33206 1.95423 -4.90567 -0.055
C -2.29034 2.26197 -5.86356 -0.843
C -3.61954 2.39499 -5.49355 -0.476
C -3.98809 2.21980 -4.16457 -0.918
C -3.03250 1.90893 -3.21105 -0.215
C -1.14269 1.96946 -0.19614 0.625
S -1.94464 0.46112 0.05277 -0.292
C -1.26499 5.37362 1.40234 -1.362
C -2.65865 5.84457 1.05594 0.196
C -2.86671 7.09872 0.49783 -0.214
C -4.14653 7.51578 0.15499 -0.709
C -5.22725 6.67400 0.36410 -0.379
C -5.02691 5.41700 0.92148 -0.908
C -3.75002 5.00444 1.26691 -0.005
H -0.19375 5.59062 -0.94108 0.427
H -1.71186 4.76066 -1.32274 0.441
H 1.06747 3.47273 -1.21760 0.327
H 0.06776 3.76678 -2.66029 0.538
H -0.87157 0.38712 -2.17020 -0.881
H 0.33004 1.39546 -2.99513 0.596
H -0.29247 1.84426 -5.19524 0.422
H -1.99646 2.40075 -6.89604 0.435
H -4.36816 2.63725 -6.23673 0.419
H -5.02575 2.32008 -3.87289 0.446
H -3.31885 1.74792 -2.17792 0.432
H -0.55118 6.18957 1.27686 0.552
H -1.20988 5.03060 2.43182 0.622
H -2.02141 7.75791 0.33354 0.374
H -4.29679 8.49720 -0.27562 0.390
H -6.22537 6.99595 0.09753 0.396
H -5.86879 4.75921 1.09362 0.428
H -3.60174 4.02540 1.70830 0.434
C 0.11481 -4.04266 -1.26701 -2.876
N 1.26378 -4.65103 -0.62736 1.825
C 2.01947 -3.96133 0.39868 -2.447
P 0.95437 -3.02370 1.57377 1.912
C -0.27417 -4.27138 2.06723 0.584
C -1.55900 -3.85005 2.40955 -0.825
C -2.53694 -4.77694 2.74498 -0.907
C -2.23902 -6.13029 2.74094 -0.626
C -0.96110 -6.55961 2.40437 -0.774
C 0.01655 -5.63654 2.07076 -0.502
C 2.04756 -2.75081 2.98558 1.014
C 3.09212 -1.83741 2.84185 -0.616
C 3.93052 -1.57172 3.91205 -0.862
C 3.72362 -2.20537 5.13008 -0.574
C 2.67921 -3.10510 5.27810 -0.749
C 1.84100 -3.38238 4.20808 -0.342
C 1.57881 -5.97081 -0.94954 0.453
C 0.61569 -6.82226 -1.50408 -0.313
C 0.93645 -8.13107 -1.83019 -0.840
C 2.21066 -8.63030 -1.60911 -0.525
C 3.16979 -7.79059 -1.06153 -0.796
C 2.86863 -6.47671 -0.74142 -0.510
P 0.14736 -2.19392 -1.33795 2.330
C -1.16288 -1.95106 -2.58562 0.246
C -2.48634 -2.09160 -2.16913 -0.493
C -3.52797 -1.91102 -3.06452 -0.923
C -3.25774 -1.56517 -4.38190 -0.507
C -1.94534 -1.41416 -4.80240 -0.701
C -0.89958 -1.61471 -3.91072 -0.216
C 1.69197 -1.88441 -2.26194 0.593
C 2.19983 -0.58736 -2.32631 -0.089
C 3.36646 -0.31316 -3.02241 -0.920
C 4.04751 -1.33649 -3.66516 -0.764
C 3.55144 -2.63028 -3.61410 -0.764
C 2.38117 -2.90433 -2.92000 -0.496
H -0.83981 -4.29897 -0.78180 0.634
H 0.05079 -4.40456 -2.29633 1.212
H 2.74909 -3.24399 -0.00368 0.418
H 2.58044 -4.69007 0.98188 1.064
H -1.79718 -2.79275 2.45342 0.332
H -3.52526 -4.43476 3.02178 0.445
H -2.99984 -6.85305 3.00586 0.387
H -0.72446 -7.61569 2.40111 0.451
H 1.00521 -5.99132 1.80862 0.502
H 3.24498 -1.31274 1.90699 0.206
H 4.73049 -0.85286 3.79284 0.467
H 4.36870 -1.98451 5.97064 0.390
H 2.50052 -3.57997 6.23366 0.424
H 1.01115 -4.06466 4.33904 0.404
H -0.39651 -6.47452 -1.65602 0.489
H 0.16976 -8.76916 -2.25132 0.402
H 2.45351 -9.65334 -1.86136 0.400
H 4.17583 -8.15352 -0.89326 0.401
H 3.65035 -5.83602 -0.35664 0.480
H -2.70672 -2.32401 -1.13227 0.424
H -4.55092 -2.02030 -2.72858 0.447
H -4.07118 -1.40308 -5.07729 0.422
H -1.73133 -1.13340 -5.82560 0.456
H 0.12291 -1.49432 -4.24719 0.368
H 1.70220 0.20501 -1.79180 -0.218
H 3.75565 0.69656 -3.03711 0.511
H 4.96673 -1.12747 -4.19692 0.380
H 4.07611 -3.43594 -4.11131 0.448
H 2.02186 -3.92332 -2.89677 0.386
S 3.57434 1.60607 0.77505 -0.349
C 2.26992 0.64869 0.65018 0.598
N 1.35683 -0.06150 0.49651 -0.993
Se -1.11400 -0.81658 5.62676 -0.201
C -0.76389 -0.80168 3.88469 0.310
N -0.52832 -0.78651 2.74256 -0.974
O 3.22624 8.62866 3.60887 -0.494
C 2.50587 7.88399 4.47742 0.543
O 2.22235 8.33520 5.54951 -0.550
C 2.09706 6.50788 4.03592 1.137
C 1.47361 5.70367 4.98415 -0.815
C 1.06435 4.42060 4.65905 -0.418
C 1.26710 3.93660 3.37022 -0.018
S 0.76612 2.26893 2.99690 0.205
C 1.89921 4.72926 2.41988 -0.807
C 2.30782 6.01025 2.75160 -0.772
H 3.41854 8.13011 2.80780 0.302
H 1.31937 6.10226 5.97732 0.449
H 0.57438 3.79013 5.39047 0.535
H 2.08609 4.33019 1.43071 0.310
H 2.79058 6.59897 1.97874 0.147
```


Density functional theory data (ωB97M-V with the def2-TZVPD basis set) for the molecule C24H32FN5O3S at a distorted geometry.

* SMILES: COc1ccc(F)cc1CN1CCN(C(=O)CCC(=O)Nc2nnc(C3CCCCC3)s2)CC1
* multiplicity: 1
* relative energy (zero: lowest compared OMol25 entry of this formula, charge and spin): 67.8 kJ/mol
* LUMO: 0.528 eV
* energy: -52554.0990 eV
* HOMO: -8.57 eV
* largest force on an atom: 0.033 hartree/bohr
* HOMO-LUMO gap: 9.10 eV

```
66
Properties=species:S:1:pos:R:3:mulliken_charge:R:1
C -6.60365 1.61993 1.14667 -0.965
H -7.33208 2.27088 1.63967 0.367
O -5.32675 2.21156 1.10541 -0.390
C -5.16886 3.38336 0.42645 0.326
C -6.19559 4.05121 -0.23221 -0.403
C -5.95078 5.24016 -0.89924 -0.826
C -4.67127 5.75488 -0.89705 0.256
C -3.63430 5.11173 -0.24746 -0.554
C -3.87137 3.91986 0.41349 0.560
C -2.74948 3.21601 1.12916 -1.102
N -1.47926 3.43243 0.45939 0.293
C -1.40395 2.71996 -0.80120 -0.526
H -2.27845 2.97644 -1.40200 0.511
C -0.13265 3.13796 -1.54460 -1.073
N 1.01954 2.84698 -0.72420 0.089
C 1.98682 1.94549 -0.95855 1.072
O 2.86149 1.72080 -0.13009 -0.837
C 1.97399 1.24906 -2.31420 -0.792
H 1.06112 0.65718 -2.41330 0.401
C 3.19829 0.34560 -2.51641 -1.150
C 3.02815 -1.00741 -1.85395 0.699
O 2.85053 -2.03822 -2.46786 -0.652
N 3.08517 -0.96528 -0.49370 0.118
C 2.92814 -2.07643 0.28000 0.065
N 2.90890 -2.05824 1.57030 -0.444
N 2.75044 -3.26529 2.10468 -0.542
C 2.64648 -4.21687 1.24942 0.233
C 2.47427 -5.64827 1.60127 0.378
C 1.17622 -6.20161 1.00282 -0.679
C 1.00632 -7.67281 1.36584 -0.723
C 2.19852 -8.48655 0.87234 -0.589
C 3.49464 -7.93948 1.46209 -0.725
C 3.66809 -6.46886 1.09880 -0.674
H 3.73897 -6.36440 0.01331 0.330
H 4.58902 -6.07902 1.53748 0.339
H 4.34571 -8.51238 1.08840 0.344
H 3.47171 -8.04373 2.54931 0.344
H 2.07522 -9.53491 1.15180 0.313
H 2.24637 -8.43338 -0.21769 0.319
H 0.08431 -8.05588 0.92356 0.344
H 0.92375 -7.77089 2.45076 0.344
H 1.21186 -6.09325 -0.08403 0.330
H 0.32734 -5.62266 1.37313 0.328
H 2.42672 -5.71022 2.69345 0.183
S 2.73472 -3.66795 -0.42255 -0.081
H 3.19455 -0.05675 -0.03161 0.206
H 3.34664 0.16964 -3.58210 0.389
H 4.08095 0.83825 -2.10483 0.382
H 1.97277 2.01481 -3.09305 0.537
C 0.94378 3.50661 0.56547 -0.971
C -0.33709 3.09189 1.28690 -0.681
H -0.40914 3.63609 2.23034 0.419
H -0.29594 2.01069 1.50886 0.349
H 1.82261 3.22475 1.14573 0.474
H 0.93769 4.58876 0.40430 0.330
H -0.07777 2.62996 -2.50428 0.465
H -0.16665 4.21930 -1.71722 0.233
H -1.39321 1.62446 -0.64777 0.231
H -2.67112 3.62758 2.14049 0.397
H -2.99362 2.14607 1.22460 0.444
H -2.64025 5.52761 -0.25467 0.521
F -4.42113 6.91482 -1.54604 -0.336
H -6.74403 5.76002 -1.41178 0.441
H -7.19800 3.65527 -0.23495 0.391
H -6.96151 1.36268 0.14480 0.376
H -6.48391 0.70873 1.73054 0.245
```


Density functional theory data (ωB97M-V with the def2-TZVPD basis set) for a structure of composition CH4KOSe2Te2.

* charge: -1
* multiplicity: 1
* relative energy (zero: lowest compared OMol25 entry of this formula, charge and spin): 40.7 kJ/mol
* LUMO: 2.066 eV
* energy: -164756.9801 eV
* HOMO: -3.16 eV
* largest force on an atom: 0.011 hartree/bohr
* HOMO-LUMO gap: 5.23 eV

```
11
Properties=species:S:1:pos:R:3:mulliken_charge:R:1
K 0.82041 1.42337 0.24218 0.853
Se 2.74084 0.97562 -2.06646 -0.803
Te 1.57386 3.05523 -2.86671 -0.104
Te -1.09106 2.53018 -2.65816 -0.103
Se -1.71712 3.00043 -0.26680 -0.815
C -0.42285 -2.08545 1.54249 -0.587
O -0.01851 -0.88197 0.90307 -0.484
H -0.06525 -2.96183 1.00499 0.257
H -1.50683 -2.12798 1.63896 0.262
H 0.02263 -2.06473 2.53247 0.193
H -0.33612 -0.86286 -0.00604 0.332
```


Among the records above, which one has the highest energy? C3H7O2